82
Properties=species:S:1:pos:R:3:forces:R:3 method="wB97M-V/def2-TZVPD" relative_energy_ev=1.069 spin_multiplicity=6 e_tot_ev=-121403.74737 charge=0 e_lumo_ha="-0.0102 / -0.0137"
C 1.58025 -3.30222 -1.92578 -0.06 -0.15 -0.04
C -0.42780 -0.85968 6.68499 -0.01 -0.31 0.16
Mn -0.69657 -0.03788 2.53611 -1.34 -1.57 -2.70
H 2.32551 2.36316 -0.29175 0.62 -0.01 -0.38
H 0.46631 0.11841 -6.18539 0.00 -0.09 -0.17
H 5.14891 1.40289 -3.43044 0.21 0.28 -0.19
Si -0.04793 1.46222 -4.17025 0.68 -0.45 -0.60
C -2.38888 4.43985 4.96354 -0.30 -0.72 -0.24
H -2.24467 1.18723 -3.20568 -0.17 0.06 -0.39
N -2.52300 -0.94144 1.62916 0.28 -0.23 0.34
C -1.89155 1.09069 -4.24638 0.47 -0.04 0.82
H -2.44795 1.75407 -4.89843 -0.09 0.13 -0.14
H -5.34275 2.05666 0.38249 0.25 -0.33 0.10
C 4.13165 -0.48037 -1.02098 -0.53 0.17 0.25
H 1.60314 -4.34641 -2.25763 0.04 0.07 0.02
C -1.21547 -2.86212 1.70064 -2.30 0.70 -0.41
C 2.47359 -2.21399 -4.61979 -0.31 -0.14 -0.01
H 0.56251 1.83449 -6.60338 -0.25 0.41 -0.55
H 3.57464 1.95253 -4.15076 0.27 0.27 -0.09
C -1.61726 2.48196 4.01635 0.56 -1.51 -1.44
N -0.22736 -1.93081 1.83473 1.34 0.88 0.77
H -3.09260 4.16987 3.08535 -0.09 0.28 0.09
C -0.93800 -4.23621 1.61684 0.75 -0.56 0.19
Si 1.10566 -2.15923 -3.32873 0.13 0.57 -0.19
C -1.37667 -1.96198 4.99803 0.82 1.12 -0.15
H -2.98722 6.05030 6.09899 0.29 -0.40 -0.07
H 4.01406 2.81385 -0.68994 0.37 0.03 0.17
C 0.36218 -4.66308 1.78778 -0.97 -0.16 -0.46
H 1.86621 1.07921 -5.73268 0.36 -0.03 0.04
C -3.86439 0.75850 0.94073 0.86 -2.78 1.04
N -1.37339 1.68063 3.18790 -0.82 2.05 2.46
H -1.42224 -2.83476 7.04205 0.06 0.25 -0.01
N -5.09283 1.29069 0.99329 -2.29 0.85 0.14
H -5.85821 0.70819 1.34572 0.69 0.27 -0.32
H 1.32276 3.50774 -3.75257 0.11 -0.10 0.11
C 0.26812 3.24056 -3.68900 0.15 -0.12 0.29
N -3.77398 -0.47399 1.44525 -1.07 2.45 -0.38
H -2.05273 0.05238 -4.52726 -0.08 -0.06 -0.13
C 1.37776 -3.69582 1.89162 1.58 0.89 0.20
H -0.25045 3.91343 -4.33489 -0.49 0.54 -0.70
C -2.51380 -2.26961 1.58739 2.04 -0.71 0.63
H 2.45098 -3.96792 2.00426 -1.00 0.15 -0.23
H -3.42401 -2.85013 1.52796 -0.06 0.08 -0.25
Si 3.20461 0.80936 -2.02507 -0.04 0.12 -0.32
H -3.55379 5.70838 3.77225 0.43 -0.66 0.16
H 3.44519 -2.18873 -4.13907 0.26 -0.08 0.08
H 4.28566 -1.38542 -1.59977 0.10 -0.17 -0.06
S -2.58858 1.68554 0.30883 0.24 1.35 -0.25
H -0.92750 -1.98992 -4.83868 0.12 0.19 -0.20
H -1.74659 -4.93863 1.42238 0.13 0.17 0.15
C 1.04172 -2.34708 1.85894 0.42 -1.22 0.36
N -1.76430 3.27356 5.04543 0.05 0.56 0.10
Te -0.71412 -0.11870 -0.89178 0.19 -0.46 0.79
O 1.75367 1.74068 1.97779 -2.20 -2.30 0.82
C 4.11608 1.15330 -3.64758 -0.52 -0.12 0.61
C -0.56026 -2.64218 -4.05427 -0.07 0.10 0.49
H 1.81112 -1.57245 1.89707 -0.17 -0.28 0.01
H 2.39438 -3.09924 -5.24363 0.14 -0.28 -0.07
Si 1.03956 0.09108 -2.59322 -0.02 -0.13 -0.51
H 2.68683 3.18267 -1.77974 0.06 0.13 -0.16
C 0.92914 0.95205 2.19733 2.55 2.26 -1.08
N -0.83358 -0.84418 4.44868 0.10 -0.42 2.92
H 3.50375 -0.73045 -0.15604 0.15 -0.10 -0.05
H -1.28676 -2.58917 -3.24295 -0.12 0.07 0.11
H -0.10031 3.45984 -2.69077 0.08 -0.08 0.30
N -2.36565 5.25131 6.03376 0.10 0.18 0.79
N -3.08877 4.80538 3.87886 -0.15 0.34 -0.40
H 2.56325 -3.04067 -1.52983 0.03 -0.03 -0.04
H -1.93312 -2.67348 4.39487 0.28 0.30 -0.13
C -1.12419 -2.03303 6.38191 0.25 0.87 -0.25
H 2.41178 -1.35859 -5.27841 -0.04 0.30 -0.22
H 0.87645 -3.23267 -1.10040 -0.16 0.00 0.14
H -0.05492 -0.45862 7.64326 -0.26 -0.39 -0.78
N -0.24062 -0.17794 5.53629 -0.97 -1.13 -0.67
H 0.18083 0.74286 5.44241 -0.27 -0.48 -0.22
H -1.94272 4.90718 6.90231 -0.33 0.22 -0.86
H 0.58310 -5.72550 1.74580 0.10 0.15 0.07
H 4.08429 0.29584 -4.29890 0.10 -0.42 -0.27
C 0.79174 1.10311 -5.85395 -0.41 -0.13 0.90
C 3.08936 2.43415 -1.09860 -1.11 -0.08 0.42
H -0.59412 -3.66003 -4.41505 0.17 -0.40 -0.21
H 5.08491 -0.11146 -0.64990 0.15 0.04 -0.03